Density functional theory data (the ωB97M-V functional and the def2-TZVPD basis) for 2 unconnected molecules or ions with the total composition C4H9OP in a non-equilibrium geometry.

Last column: Mulliken charge in e.
Element x y z (Å)
C (-2.0349, -1.7648, 0.4530)  -0.211
C (-3.1330, -1.9349, -0.2952)  -0.581
C (2.3422, 1.4792, 0.1841)  -0.953
C (2.7117, 0.3093, -0.8193)  -0.337
O (1.6762, -0.6802, -0.8322)  -0.290
P (1.2225, -1.6481, 0.5164)  0.023
H (-1.1792, -2.4123, 0.3698)  0.093
H (-1.9319, -0.8104, 1.1204)  0.186
H (-3.9892, -1.2580, -0.3033)  0.250
H (-3.0498, -2.7622, -0.9672)  0.230
H (1.5906, 2.1204, -0.2646)  0.270
H (2.1322, 1.0383, 1.1922)  0.318
H (3.2579, 1.9642, 0.3077)  0.347
H (3.5520, -0.1088, -0.4009)  0.311
H (3.0105, 0.6048, -1.8258)  0.342

Calculated total energy: -15626.156 eV
ΔE to the lowest compared entry with this formula, charge and spin: 335.6 kJ/mol
Lowest unoccupied orbital energy (alpha / beta): -0.846 / -0.844 eV
Max |F|: 2.9 eV/A


Density functional theory data (the ωB97M-V functional and the def2-TZVPD basis) for a gas-phase ion, C10H17N4 (charge +1) in a non-equilibrium geometry.

Last column: Mulliken charge in e.
Element x y z (Å)
C (3.0483, 0.8930, -0.9320)  -0.080
C (0.7155, 0.3673, -1.3044)  -0.402
C (0.6767, -1.5264, 0.7746)  -0.194
C (-0.2836, -0.5796, 0.6406)  0.409
C (1.9437, -1.8627, 0.0473)  -0.810
C (-1.4924, -0.7162, 1.5763)  -1.944
C (-0.3348, 2.1522, 1.7523)  -1.340
C (-1.5022, -1.1422, -1.9267)  -1.117
C (-0.5554, 1.9194, 0.2469)  -0.115
C (-1.6365, 0.1895, -1.2167)  -0.680
N (1.8019, 0.9267, -1.2561)  -0.036
N (3.4448, 0.0898, 0.0136)  -0.070
N (2.9793, -0.9333, 0.5107)  -0.355
N (-0.4268, 0.4583, -0.4249)  0.843
H (3.6727, 1.4666, -1.5423)  0.463
H (0.4340, -2.2656, 1.5232)  0.376
H (2.3611, -2.8043, 0.2239)  0.375
H (1.7828, -1.7472, -1.0826)  0.459
H (-1.3035, -1.2849, 2.4831)  0.480
H (-2.2041, -1.4674, 1.1254)  0.368
H (-2.0158, 0.1477, 1.8335)  0.356
H (0.2594, 1.3213, 2.1040)  0.363
H (0.1173, 3.0518, 1.7218)  0.473
H (-1.2715, 2.1823, 2.2727)  0.351
H (-1.0601, -1.8978, -1.2212)  0.218
H (-2.4510, -1.5208, -2.4127)  0.400
H (-0.9801, -1.0893, -2.8685)  0.400
H (0.2542, 2.3345, -0.3814)  0.425
H (-1.6281, 2.0195, 0.1044)  0.306
H (-2.4834, 0.2968, -0.5146)  0.511
H (-1.8624, 1.0206, -1.8701)  0.563

Calculated total energy: -16591.713 eV
ΔE to the lowest compared entry with this formula, charge and spin: 629.2 kJ/mol
Lowest unoccupied orbital energy: -4.475 eV
Total charge: +1
Max |F|: 5.2 eV/A


Density functional theory data (the ωB97M-V functional and the def2-TZVPD basis) for a single C2H2FNS molecule in a non-equilibrium geometry.

Last column: Mulliken charge in e.
Element x y z (Å)
C (-0.3128, -0.0828, 0.0544)  0.711
C (-1.7050, -0.0195, 0.0208)  -0.906
N (0.9082, -0.2643, -0.0448)  -0.231
F (2.9301, 1.1016, 0.0477)  -0.282
S (2.5391, -0.5716, 0.0034)  0.236
H (-2.1905, -0.1780, 0.9592)  0.253
H (-2.1691, 0.0146, -1.0408)  0.219

Calculated total energy: -17143.187 eV
ΔE to the lowest compared entry with this formula, charge and spin: 121.3 kJ/mol
⟨S²⟩: 2.018
Lowest unoccupied orbital energy (alpha / beta): 0.612 / -3.091 eV
Max |F|: 4.0 eV/A
Spin multiplicity: 3


Density functional theory data (the ωB97M-V functional and the def2-TZVPD basis) for 3 unconnected molecules or ions with the total composition C29H44N3O4PS in a non-equilibrium geometry.

Last column: Mulliken charge in e.
Element x y z (Å)
C (-0.6953, 3.9700, -2.7386)  -0.264
C (-0.8594, 3.0034, -3.4240)  0.071
C (-1.0439, 1.8330, -4.2590)  -1.350
C (0.1323, 0.9188, -3.9887)  1.248
C (1.0635, 0.7059, -4.9900)  -1.133
C (2.1447, -0.1007, -4.7140)  -0.229
C (2.3013, -0.6629, -3.4808)  0.165
C (1.3852, -0.4780, -2.4753)  -0.255
C (0.2774, 0.3187, -2.7307)  0.806
P (-0.8846, 0.5266, -1.3459)  0.565
S (-2.7690, 0.1687, -1.7397)  -0.452
C (3.5890, -1.4340, -3.4891)  -0.194
O (4.1246, -1.9066, -2.5272)  -0.500
N (4.0618, -1.4242, -4.8221)  -0.151
C (3.2960, -0.5000, -5.5858)  0.043
O (3.5541, -0.1291, -6.6895)  -0.523
H (-0.2458, 4.6870, -2.1022)  0.446
H (-1.0458, 2.1350, -5.3027)  0.469
H (-1.9827, 1.3439, -4.0203)  0.235
H (0.9376, 1.1618, -5.9600)  0.436
H (1.5414, -0.9418, -1.5129)  0.296
H (-0.6859, 1.7853, -0.7549)  0.051
H (-0.4367, -0.4146, -0.4038)  -0.006
H (4.1349, -2.3747, -5.1668)  0.289
C (3.4724, -6.2968, 3.4302)  -1.739
C (2.3060, -5.6047, 2.6966)  1.716
C (1.8056, -6.5044, 1.5669)  -1.286
C (2.7926, -6.5969, 0.4045)  -0.625
C (3.1508, -5.2042, -0.1145)  -1.158
C (3.6062, -4.2285, 0.9742)  1.919
N (2.7159, -4.2679, 2.1739)  0.434
O (1.6618, -3.5426, 1.9618)  -0.609
C (5.0625, -4.5279, 1.3808)  -1.910
C (3.6442, -2.8242, 0.3826)  -2.139
C (1.2129, -5.4440, 3.7489)  -1.857
H (3.0935, -7.1251, 4.0286)  0.463
H (4.2166, -6.7291, 2.7662)  0.291
H (3.9749, -5.6035, 4.1059)  0.361
H (0.8514, -6.1219, 1.1905)  0.377
H (1.6030, -7.5017, 1.9633)  0.388
H (3.6951, -7.1363, 0.7043)  0.330
H (2.3469, -7.1801, -0.4040)  0.402
H (3.9338, -5.2831, -0.8714)  0.398
H (2.2726, -4.7907, -0.6216)  0.398
H (5.3569, -3.9166, 2.2348)  0.388
H (5.7354, -4.2917, 0.5567)  0.457
H (5.2460, -5.5711, 1.6285)  0.336
H (2.6902, -2.5375, -0.0546)  0.299
H (4.3826, -2.7757, -0.4076)  0.547
H (3.9114, -2.0848, 1.1406)  0.516
H (1.5409, -4.7855, 4.5549)  0.445
H (0.9781, -6.4161, 4.1811)  0.430
H (0.2909, -5.0430, 3.3321)  0.370
C (-5.2482, 5.9516, 0.2386)  -1.832
C (-4.2691, 4.7843, 0.0003)  1.810
C (-4.8785, 3.4860, 0.5279)  -1.133
C (-4.9351, 3.4374, 2.0529)  -0.512
C (-3.5514, 3.6823, 2.6526)  -1.260
C (-2.8517, 4.9390, 2.1254)  1.699
N (-2.9446, 5.0534, 0.6384)  0.376
O (-2.0432, 4.3062, 0.0841)  -0.494
C (-3.4396, 6.1975, 2.7938)  -1.680
C (-1.3903, 4.9024, 2.5658)  -1.885
C (-4.1111, 4.6961, -1.5149)  -1.744
H (-6.0926, 5.8702, -0.4452)  0.457
H (-5.6783, 5.9707, 1.2370)  0.315
H (-4.7645, 6.9118, 0.0535)  0.358
H (-4.2925, 2.6340, 0.1677)  0.181
H (-5.8819, 3.3657, 0.1143)  0.414
H (-5.6531, 4.1663, 2.4388)  0.338
H (-5.2980, 2.4583, 2.3712)  0.391
H (-3.6282, 3.7479, 3.7399)  0.381
H (-2.9268, 2.8087, 2.4398)  0.379
H (-3.0305, 7.1014, 2.3403)  0.377
H (-3.1823, 6.2130, 3.8529)  0.454
H (-4.5245, 6.2541, 2.7484)  0.287
H (-0.8881, 3.9889, 2.2520)  0.330
H (-1.3385, 4.9433, 3.6532)  0.443
H (-0.8354, 5.7533, 2.1675)  0.446
H (-3.6546, 5.6039, -1.9139)  0.464
H (-5.0915, 4.5803, -1.9757)  0.460
H (-3.5057, 3.8450, -1.8217)  0.176

Calculated total energy: -63566.524 eV
⟨S²⟩: 2.008
Lowest unoccupied orbital energy (alpha / beta): -0.773 / -0.775 eV
Max |F|: 2.2 eV/A
Spin multiplicity: 3


Density functional theory data (the ωB97M-V functional and the def2-TZVPD basis) for a molecular structure, C37H45AsClN4O2RuS2Si.

Last column: Mulliken charge in e.
Element x y z (Å)
Ru (-0.1539, -0.3153, 1.0725)  1.084
C (-1.6811, -0.6773, -0.4449)  -0.824
Si (-1.3851, 0.2172, -2.0198)  -1.290
C (-0.6154, 1.8411, -1.4461)  -0.946
N (0.5279, 1.6319, -0.5306)  1.712
C (0.7665, 2.8823, 0.2107)  -0.487
C (1.1493, 4.0668, -0.6828)  -0.888
C (2.1780, 3.6489, -1.7488)  -0.838
C (2.8214, 2.3226, -1.3624)  -0.677
C (1.7634, 1.2237, -1.2626)  -0.319
C (-0.2783, -0.5352, -3.3557)  0.099
C (0.5020, -1.6767, -3.1827)  -0.037
C (1.3785, -2.1127, -4.1689)  -0.613
C (1.4921, -1.4110, -5.3595)  -0.578
C (0.7147, -0.2772, -5.5614)  -0.795
C (-0.1596, 0.1480, -4.5721)  0.096
C (-3.0103, 0.6412, -2.8957)  0.390
C (-3.8540, 1.6138, -2.3489)  -0.166
C (-5.0893, 1.9064, -2.9090)  -0.736
C (-5.5172, 1.2193, -4.0366)  -0.469
C (-4.7026, 0.2444, -4.5934)  -0.731
C (-3.4650, -0.0360, -4.0286)  -0.301
H (-1.9272, -1.7261, -0.6636)  0.900
H (-2.6499, -0.2319, -0.1632)  -0.071
H (-1.3843, 2.3488, -0.8511)  0.849
H (-0.3707, 2.5152, -2.2792)  0.206
H (1.5587, 2.6966, 0.9258)  -0.234
H (-0.1304, 3.1264, 0.7778)  0.086
H (1.5521, 4.8540, -0.0408)  0.546
H (0.2599, 4.4828, -1.1603)  0.221
H (2.9351, 4.4235, -1.8824)  0.516
H (1.6849, 3.5268, -2.7180)  0.267
H (3.3540, 2.4296, -0.4144)  0.177
H (3.5614, 2.0180, -2.1069)  0.594
H (2.1813, 0.3374, -0.7963)  -0.544
H (1.4786, 0.9454, -2.2774)  0.182
H (0.4276, -2.2295, -2.2545)  0.335
H (1.9765, -3.0023, -4.0051)  0.449
H (2.1758, -1.7463, -6.1295)  0.373
H (0.7908, 0.2746, -6.4903)  0.404
H (-0.7557, 1.0382, -4.7474)  0.418
H (-3.5439, 2.1588, -1.4622)  0.203
H (-5.7185, 2.6693, -2.4670)  0.423
H (-6.4804, 1.4427, -4.4781)  0.367
H (-5.0305, -0.2986, -5.4714)  0.406
H (-2.8415, -0.7988, -4.4823)  0.354
S (2.4859, 2.4705, 3.4232)  -0.356
C (3.5114, 1.5709, 2.3185)  -0.359
C (2.9439, 0.4665, 1.8309)  -1.176
C (1.5924, 0.1415, 2.3757)  2.489
C (1.1896, 1.3450, 3.1374)  -1.854
C (-0.1639, 1.8037, 3.1248)  1.405
C (-0.6508, 2.8213, 3.9606)  -0.937
C (-1.9499, 3.2514, 3.8334)  -0.966
C (-2.7667, 2.6692, 2.8650)  -1.058
C (-2.2340, 1.6728, 2.0744)  -0.707
N (-0.9729, 1.2386, 2.1860)  1.674
H (4.5041, 1.9429, 2.1099)  0.435
H (3.4607, -0.2195, 1.1753)  0.147
H (0.0077, 3.2415, 4.7087)  0.523
H (-2.3336, 4.0293, 4.4808)  0.422
H (-3.7917, 2.9802, 2.7227)  0.505
H (-2.8157, 1.1988, 1.2943)  0.163
Cl (3.5436, -2.4338, 5.7139)  -0.216
C (1.9368, -2.6097, 4.9544)  -0.606
C (1.4702, -1.2718, 4.4025)  0.592
O (1.9730, -1.0612, 3.2180)  -0.455
O (0.7501, -0.5340, 5.0340)  -0.576
H (1.2458, -2.9437, 5.7219)  0.387
H (2.0322, -3.3441, 4.1599)  0.194
S (0.7754, -2.4003, 0.2979)  -0.802
C (2.3277, -2.7297, -0.1839)  -0.134
N (2.6729, -4.0713, -0.2940)  0.069
C (3.8694, -4.4993, -0.7376)  -0.180
C (4.8148, -3.5925, -1.0882)  -1.163
C (4.4436, -2.2336, -0.9484)  0.104
N (3.2824, -1.8195, -0.5265)  0.018
H (1.9529, -4.7300, -0.0333)  0.257
H (4.0089, -5.5700, -0.7878)  0.478
H (5.7868, -3.8903, -1.4452)  0.425
H (5.1554, -1.4550, -1.2086)  0.473
C (-1.3022, -3.5793, 2.6236)  -1.175
As (-1.6523, -1.6802, 2.3338)  1.258
C (-3.4800, -1.8834, 1.6713)  -1.473
C (-2.1574, -1.2026, 4.1583)  -1.251
H (-2.1221, -4.0008, 3.2055)  0.440
H (-0.3657, -3.7025, 3.1677)  0.194
H (-1.2226, -4.0944, 1.6686)  0.365
H (-4.0325, -2.4834, 2.3946)  0.552
H (-3.4814, -2.3790, 0.7048)  0.393
H (-3.9677, -0.9158, 1.5661)  0.332
H (-3.1009, -1.6952, 4.3966)  0.518
H (-2.2722, -0.1241, 4.2534)  0.226
H (-1.3867, -1.5152, 4.8506)  0.299

Calculated total energy: -154644.821 eV
ΔE to the lowest compared entry with this formula, charge and spin: 219.2 kJ/mol
⟨S²⟩: 0.767
Lowest unoccupied orbital energy (alpha / beta): -0.495 / -0.504 eV
Max |F|: 0.8 eV/A
Spin multiplicity: 2